(1)
Here is C15H19FN4S in the gas phase in a non-equilibrium geometry from OMol25. Energies are from ωB97M-V/def2-TZVPD.

Atoms and positions in Å:
1 C -2.51 -1.59 -0.49
2 C -1.17 -0.92 -0.14
3 C -0.10 -1.47 -1.04
4 N -0.30 -1.88 -2.25
5 N 0.90 -2.32 -2.69
6 C 1.87 -2.21 -1.75
7 S 3.44 -2.64 -1.90
8 N 1.21 -1.65 -0.67
9 C 1.82 -1.29 0.55
10 C 1.62 -0.02 1.07
11 C 2.22 0.35 2.26
12 C 3.04 -0.57 2.90
13 F 3.63 -0.22 4.06
14 C 3.26 -1.84 2.39
15 C 2.65 -2.20 1.20
16 N -1.16 0.53 -0.23
17 C -1.81 1.19 0.89
18 C -1.91 2.70 0.64
19 C -0.78 3.15 -0.27
20 C -0.93 2.48 -1.65
21 C -1.57 1.10 -1.50
22 H -2.45 -2.66 -0.29
23 H -3.31 -1.17 0.12
24 H -2.74 -1.44 -1.54
25 H -0.90 -1.17 0.89
26 H 1.01 -2.70 -3.62
27 H 0.98 0.67 0.53
28 H 2.08 1.33 2.68
29 H 3.91 -2.52 2.91
30 H 2.81 -3.18 0.79
31 H -1.21 0.99 1.78
32 H -2.83 0.79 1.07
33 H -2.86 2.94 0.17
34 H -1.87 3.23 1.59
35 H 0.17 2.86 0.17
36 H -0.78 4.23 -0.38
37 H -1.56 3.10 -2.29
38 H 0.04 2.40 -2.12
39 H -1.24 0.44 -2.30
40 H -2.67 1.18 -1.56

HOMO: -7.960 eV
LUMO level: 0.69 eV
Kohn-Sham gap: 8.65 eV
SMILES: C[C@@H](c1n[nH]c(=S)n1-c1ccc(F)cc1)N1CCCCC1
total charge: 0

***

(2)
Here is 2 unconnected molecules or ions with the total composition C9H21ClN4 in a non-equilibrium geometry from OMol25. Energies are from ωB97M-V/def2-TZVPD.

Atoms and positions in Å:
1 N 1.15 2.06 -0.41
2 C 2.45 1.71 0.17
3 C 3.05 0.39 -0.35
4 C 2.01 -0.75 -0.62
5 C 1.51 -1.47 0.65
6 C 0.43 -0.74 1.46
7 C -0.75 -0.30 0.61
8 C -1.59 0.84 1.27
9 C -2.49 1.33 0.12
10 N -3.32 0.15 -0.36
11 C -2.53 -0.93 -0.64
12 N -2.49 -1.47 -1.83
13 N -1.74 -1.41 0.39
14 H 0.90 3.02 -0.19
15 H 1.12 1.89 -1.41
16 H 2.45 1.69 1.27
17 H 3.16 2.51 -0.11
18 H 3.74 0.01 0.41
19 H 3.62 0.53 -1.29
20 H 2.55 -1.51 -1.20
21 H 1.21 -0.39 -1.28
22 H 2.40 -1.54 1.32
23 H 1.22 -2.56 0.40
24 H 0.07 -1.43 2.24
25 H 0.80 0.14 2.01
26 H -0.47 0.08 -0.38
27 H -0.88 1.62 1.57
28 H -2.17 0.45 2.11
29 H -3.11 2.15 0.47
30 H -1.80 1.65 -0.68
31 H -3.74 0.49 -1.24
32 H -2.41 -0.86 -2.63
33 H -2.46 -2.47 -1.97
34 H -2.35 -1.49 1.21
35 Cl 0.47 -3.42 -1.11

HOMO: -6.413 eV
LUMO level: -0.70 eV
Kohn-Sham gap: 5.72 eV
total charge: 0

***

(3)
Here is C4H7N3O in the gas phase in a non-equilibrium geometry from OMol25. Energies are from ωB97M-V/def2-TZVPD.

Atoms and positions in Å:
1 H 3.21 0.75 -0.02
2 N 2.51 -0.14 0.08
3 C 1.31 0.31 -0.10
4 C 0.54 1.60 -0.09
5 C -0.73 1.35 -0.18
6 N -0.82 0.07 -0.43
7 C -1.84 -0.80 0.15
8 N 0.31 -0.59 -0.02
9 O 0.75 -1.92 -0.15
10 H 0.86 2.62 0.24
11 H -1.61 1.95 0.32
12 H -1.58 -1.75 -0.63
13 H -2.90 -0.27 -0.10
14 H -1.67 -1.25 1.31
15 H 1.67 -1.92 -0.38

HOMO: -7.938 eV
LUMO level: 0.79 eV
Kohn-Sham gap: 8.73 eV
SMILES: [H]/N=c1\ccn(C)n1O
total charge: 0

***

(4)
Here is a molecular structure, C21H16N3O7S2V in a non-equilibrium geometry from OMol25. Energies are from ωB97M-V/def2-TZVPD.

Atoms and positions in Å:
1 V -0.23 -0.01 0.07
2 O -0.41 -0.76 -1.46
3 C 0.01 -1.87 -2.01
4 C -0.86 -2.78 -2.62
5 C -0.37 -3.95 -3.18
6 C 0.99 -4.24 -3.16
7 C 1.87 -3.35 -2.57
8 C 1.40 -2.16 -1.99
9 C 2.25 -1.27 -1.24
10 N 1.84 -0.58 -0.18
11 C 2.94 -0.03 0.39
12 C 4.04 -0.35 -0.35
13 N 3.59 -1.14 -1.37
14 H -1.92 -2.58 -2.61
15 H -1.06 -4.66 -3.61
16 H 1.35 -5.16 -3.57
17 H 2.92 -3.59 -2.51
18 H 2.86 0.56 1.29
19 H 5.06 -0.07 -0.24
20 H 4.14 -1.50 -2.14
21 O 0.74 3.77 0.39
22 S 0.75 2.45 -0.14
23 O 2.00 2.06 -0.78
24 O 0.41 1.37 0.86
25 C -0.40 2.45 -1.53
26 C 0.16 2.78 -2.76
27 C -0.67 3.03 -3.85
28 C -2.05 2.94 -3.71
29 C -2.61 2.60 -2.49
30 C -1.77 2.37 -1.40
31 S -2.40 1.88 0.19
32 O -3.83 1.98 0.18
33 O -1.70 2.63 1.20
34 O -1.98 0.44 0.20
35 H 1.23 2.86 -2.82
36 H -0.23 3.31 -4.79
37 H -2.69 3.15 -4.56
38 H -3.67 2.52 -2.34
39 N -0.31 -1.25 1.08
40 C -0.82 -2.16 1.89
41 C -2.07 -2.72 1.54
42 C -2.72 -3.55 2.43
43 C -2.14 -3.87 3.65
44 C -0.88 -3.38 3.97
45 C -0.22 -2.53 3.11
46 H -2.49 -2.43 0.59
47 H -3.69 -3.95 2.17
48 H -2.67 -4.50 4.35
49 H -0.42 -3.66 4.91
50 H 0.75 -2.11 3.35

HOMO (alpha / beta): -8.464 / -8.464 eV
LUMO level (alpha / beta): -0.70 / -0.70 eV
Kohn-Sham gap (alpha / beta): 7.76 / 7.76 eV
total charge: 0

***

| no. | total energy (Ha) |
| --- | --- |
| 1 | -1300.07014 |
| 2 | -1034.65107 |
| 3 | -395.89267 |
| 4 | -3241.20083 |